# 1
ORCA calculation (ωB97M-V with the def2-TZVPD basis set) on a structure of composition C39H41GaGeN7OSi.

## Properties
Relative energy (zero: lowest compared OMol25 entry of this formula, charge and spin)   99.5 kcal/mol
HOMO-LUMO gap (alpha / beta)   0.270 / 0.195 Ha
LUMO energy (alpha / beta)   -8.6 / -10.0 eV
Total charge   +3

Positions of all 91 atoms, in Å:
Ga  -0.215  0.227  0.341
C  -0.135  -1.726  2.364
N  0.390  -1.612  0.966
C  -0.105  -2.671  0.050
C  -1.219  -2.091  -0.765
N  -1.352  -0.777  -0.892
C  -2.417  -0.556  -1.774
C  -2.957  0.619  -2.285
C  -4.014  0.490  -3.162
C  -4.520  -0.769  -3.526
C  -3.978  -1.940  -3.038
C  -2.913  -1.801  -2.157
N  -2.123  -2.743  -1.492
C  -0.976  0.378  3.158
N  -1.325  0.844  1.799
C  -1.591  2.184  1.903
C  -2.156  3.055  0.972
C  -2.357  4.359  1.366
C  -1.985  4.826  2.658
C  -1.413  3.997  3.585
C  -1.214  2.664  3.197
N  -0.688  1.629  3.867
H  0.296  -2.601  2.854
H  -1.217  -1.871  2.282
H  1.412  -1.665  1.004
H  -0.415  -3.558  0.606
H  0.712  -2.963  -0.617
H  -2.550  1.591  -2.036
H  -4.462  1.376  -3.588
H  -5.350  -0.820  -4.216
H  -4.361  -2.907  -3.330
H  -2.216  -3.746  -1.560
H  -2.484  2.700  0.004
H  -2.833  5.054  0.687
H  -2.180  5.859  2.911
H  -1.145  4.341  4.574
H  -0.529  1.633  4.867
C  0.284  5.015  -1.438
Si  1.801  4.484  -0.508
C  1.720  4.827  1.315
C  3.332  5.126  -1.310
C  1.634  2.546  -0.545
C  1.175  1.425  -0.337
H  0.306  6.100  -1.552
H  -0.631  4.748  -0.902
H  0.242  4.581  -2.436
H  1.741  5.908  1.469
H  2.566  4.403  1.858
H  0.799  4.443  1.760
H  3.181  6.193  -1.483
H  3.538  4.667  -2.274
H  4.216  5.025  -0.673
N  -4.422  -1.551  5.136
C  -3.354  -1.141  5.859
O  -3.367  -0.958  7.050
C  -2.075  -0.832  5.084
C  -0.897  -1.057  5.844
C  0.462  -0.886  5.480
C  0.974  -0.644  4.252
N  0.182  -0.503  3.068
C  -2.169  -0.232  3.866
H  -5.258  -1.784  5.651
H  -4.325  -1.924  4.209
H  -1.093  -1.370  6.863
H  1.182  -0.989  6.282
H  2.042  -0.546  4.109
H  -3.141  -0.007  3.443
Ge  3.613  1.037  -0.820
C  4.141  1.805  -2.485
C  3.506  1.522  -3.694
C  4.027  2.023  -4.876
C  5.194  2.778  -4.858
C  5.843  3.040  -3.660
C  5.317  2.557  -2.470
C  3.351  -0.869  -0.633
C  3.628  -1.445  0.613
C  3.652  -2.827  0.755
C  3.427  -3.641  -0.352
C  3.176  -3.074  -1.594
C  3.139  -1.690  -1.738
H  4.223  1.702  0.409
H  2.592  0.939  -3.720
H  3.529  1.822  -5.814
H  5.601  3.158  -5.785
H  6.756  3.618  -3.650
H  5.829  2.770  -1.538
H  3.861  -0.815  1.466
H  3.897  -3.269  1.712
H  3.486  -4.717  -0.251
H  3.042  -3.706  -2.462
H  2.980  -1.264  -2.721

=====

# 2
ORCA calculation (ωB97M-V with the def2-TZVPD basis set) on a structure of composition C39H42Cl3GeN6O5PtS.

## Properties
Relative energy (zero: lowest compared OMol25 entry of this formula, charge and spin)   10.6 kcal/mol
HOMO-LUMO gap (alpha / beta)   0.294 / 0.162 Ha
LUMO energy (alpha / beta)   -2.3 / -6.4 eV
Multiplicity   5
Total charge   +1

Positions of all 98 atoms, in Å:
Pt  -0.166  -0.507  0.890
Cl  -6.401  -3.331  -1.810
C  -4.789  -2.888  -1.484
C  -4.512  -2.152  -0.321
C  -3.227  -1.797  -0.054
Cl  -2.877  -0.909  1.370
C  -2.132  -2.151  -0.940
O  -0.945  -1.836  -0.754
C  -2.494  -2.920  -2.121
Cl  -1.229  -3.343  -3.185
C  -3.783  -3.275  -2.381
H  -5.317  -1.862  0.339
H  -4.036  -3.836  -3.270
O  2.020  -0.785  -1.855
C  2.522  -0.659  -0.718
O  1.906  -0.198  0.304
C  3.980  -1.016  -0.507
C  4.449  -0.873  0.930
Ge  4.566  0.901  1.741
C  3.198  2.246  1.379
C  2.691  2.536  0.109
C  1.745  3.533  -0.077
C  1.288  4.278  1.005
C  1.809  4.033  2.266
C  2.757  3.029  2.443
C  4.500  0.544  3.663
C  5.279  1.245  4.583
C  5.183  0.991  5.946
C  4.305  0.023  6.416
C  3.521  -0.689  5.517
C  3.616  -0.423  4.156
C  6.300  1.676  1.316
C  7.469  0.980  1.634
C  8.719  1.502  1.337
C  8.822  2.738  0.710
C  7.673  3.445  0.389
C  6.424  2.917  0.692
H  4.584  -0.436  -1.209
H  4.069  -2.054  -0.844
H  5.485  -1.220  1.015
H  3.846  -1.514  1.572
H  3.044  1.972  -0.751
H  1.366  3.756  -1.068
H  0.552  5.059  0.859
H  1.496  4.635  3.111
H  3.175  2.872  3.430
H  5.978  1.997  4.231
H  5.796  1.548  6.644
H  4.234  -0.177  7.477
H  2.841  -1.453  5.876
H  3.002  -0.998  3.470
H  7.410  0.016  2.131
H  9.614  0.949  1.596
H  9.796  3.149  0.477
H  7.748  4.411  -0.095
H  5.535  3.490  0.446
C  -2.315  -4.882  1.288
N  -1.248  -4.196  2.012
C  -1.631  -3.701  3.332
C  -0.067  -3.869  1.450
S  0.844  -2.520  2.012
N  0.418  -4.633  0.457
C  0.217  -6.084  0.414
C  1.501  -4.158  -0.407
H  -3.246  -4.343  1.472
H  -2.449  -5.913  1.617
H  -2.114  -4.870  0.220
H  -2.254  -4.458  3.807
H  -2.197  -2.771  3.255
H  -0.748  -3.528  3.937
H  -0.207  -6.437  1.347
H  1.193  -6.552  0.288
H  -0.420  -6.389  -0.418
H  1.381  -3.104  -0.629
H  1.448  -4.721  -1.339
H  2.471  -4.329  0.062
N  0.304  0.637  2.567
C  0.445  0.988  3.668
N  0.370  1.326  4.906
C  1.184  2.098  5.559
N  1.831  2.768  6.265
O  -2.798  0.485  -1.636
C  -1.638  0.843  -1.468
O  -1.072  1.155  -0.356
C  -0.739  0.894  -2.707
N  0.640  1.315  -2.297
C  1.104  2.363  -3.246
C  -0.188  3.067  -3.630
C  -1.175  1.905  -3.780
H  -0.680  -0.123  -3.092
H  1.253  0.463  -2.205
H  0.534  1.678  -1.341
H  1.563  1.867  -4.100
H  1.849  2.990  -2.763
H  -0.079  3.647  -4.544
H  -0.499  3.746  -2.833
H  -1.084  1.462  -4.771
H  -2.214  2.191  -3.636

=====

# 3
ORCA calculation (ωB97M-V with the def2-TZVPD basis set) on a cluster of 2 separate species, C39H42F6N5S in total.

## Properties
HOMO-LUMO gap   0.203 Ha
LUMO energy   -4.5 eV
Total charge   +1

Positions of all 93 atoms, in Å:
F  9.212  -5.265  0.045
C  8.600  -5.402  1.237
F  8.094  -6.645  1.351
F  9.473  -5.163  2.235
C  7.459  -4.404  1.333
C  6.183  -4.863  1.578
C  5.108  -3.981  1.674
N  3.806  -4.457  1.958
C  2.605  -3.810  2.150
S  2.456  -2.153  2.098
N  1.524  -4.587  2.414
C  0.148  -4.129  2.611
C  -0.478  -3.536  1.349
C  -0.830  -4.597  0.286
C  -2.217  -4.202  -0.280
C  -2.751  -3.077  0.629
N  -1.743  -2.827  1.678
C  5.359  -2.630  1.493
C  6.628  -2.162  1.267
C  6.825  -0.665  1.159
F  7.861  -0.410  0.338
F  5.694  -0.116  0.674
F  7.072  -0.180  2.390
C  7.690  -3.045  1.198
H  6.034  -5.923  1.690
H  3.762  -5.460  2.142
H  1.655  -5.597  2.516
H  -0.475  -4.940  3.000
H  0.167  -3.370  3.394
H  0.219  -2.802  0.916
H  -0.059  -4.634  -0.495
H  -0.864  -5.591  0.746
H  -2.126  -3.851  -1.316
H  -2.909  -5.054  -0.305
H  -2.932  -2.160  0.058
H  -3.699  -3.340  1.112
H  -1.574  -1.828  1.823
H  4.556  -1.918  1.532
H  8.692  -2.670  1.060
C  -2.350  2.702  -7.446
N  -1.207  2.667  -6.539
C  0.077  2.594  -7.231
C  -1.319  2.699  -5.141
C  -0.187  2.908  -4.336
C  -0.270  2.892  -2.972
C  -1.500  2.684  -2.322
C  -1.600  2.598  -0.875
C  -0.450  2.271  -0.116
C  -0.400  2.228  1.243
C  0.753  1.874  2.024
C  0.677  1.946  3.420
C  1.763  1.641  4.206
C  2.954  1.257  3.618
C  3.047  1.151  2.243
C  1.966  1.455  1.450
C  -2.912  2.806  -0.242
C  -3.462  1.875  0.661
C  -4.702  2.066  1.205
C  -5.448  3.217  0.911
N  -6.697  3.453  1.515
C  -7.175  4.805  1.781
C  -7.658  2.381  1.751
C  -4.912  4.143  0.003
C  -3.694  3.929  -0.575
C  -2.639  2.508  -3.129
C  -2.547  2.500  -4.495
H  -3.232  3.096  -6.948
H  -2.125  3.345  -8.297
H  -2.557  1.701  -7.819
H  0.850  2.210  -6.569
H  -0.001  1.918  -8.083
H  0.361  3.582  -7.594
H  0.760  3.118  -4.796
H  0.612  3.089  -2.390
H  0.449  2.048  -0.657
H  -1.296  2.496  1.773
H  -0.249  2.254  3.873
H  1.681  1.701  5.278
H  3.815  1.051  4.232
H  3.973  0.825  1.793
H  2.066  1.378  0.380
H  -2.908  0.981  0.887
H  -5.105  1.348  1.897
H  -6.328  5.485  1.841
H  -7.851  5.139  0.996
H  -7.701  4.836  2.734
H  -7.360  1.491  1.199
H  -7.710  2.146  2.812
H  -8.648  2.681  1.407
H  -5.495  5.009  -0.257
H  -3.315  4.633  -1.297
H  -3.596  2.340  -2.662
H  -3.426  2.295  -5.082

=====

Number 1: E -6259.60173 Eh. Number 2: E -6190.76957 Eh. Number 3: E -2782.28842 Eh.